Here is a cluster of 2 separate species, C6H12Se in total from the Open Molecules 2025 dataset. Energies are from ωB97M-V with the def2-TZVPD basis set.

Last column: natural (NBO) charge in e.
CARTESIAN COORDINATES (ANGSTROEM)
C -1.55017 0.64386 0.00831  -0.3904
C -0.90579 -0.21107 1.09689  -0.3711
C -0.81545 0.30583 -1.35529  -0.4043
C 0.57223 -0.02041 1.26019  -0.5072
C 0.71366 0.17601 -1.23145  -0.5033
C 1.32054 -0.32276 0.03132  -0.2049
Se 3.25241 -0.20168 -0.29911  0.0936
H -2.51905 0.35699 0.08514  0.2050
H -1.51286 1.68119 0.23388  0.1874
H -1.34162 0.02423 2.03586  0.2077
H -1.17130 -1.26400 0.77896  0.1930
H -1.23480 -0.65375 -1.70731  0.2072
H -0.99263 1.16756 -1.88408  0.2133
H 0.63477 0.99825 1.62590  0.2170
H 0.87574 -0.57925 2.18384  0.2262
H 1.02406 -0.58123 -1.98156  0.2353
H 1.18245 1.12990 -1.63031  0.2087
H 1.13285 -1.98257 -0.10115  0.1229
H 3.35471 1.13302 -0.96725  0.0639

## Properties
HOMO energy: -0.3176 Eh
Energy above the lowest of the compared OMol25 structures with the same formula, charge and spin: 2.215 eV
Gap between HOMO and LUMO: 9.2 eV
DFT total energy: -2637.119003 Ha

=====

Here is a structure of composition C18H26F6HfIN3O4Si from the Open Molecules 2025 dataset. Energies are from ωB97M-V with the def2-TZVPD basis set.

Last column: natural (NBO) charge in e.
CARTESIAN COORDINATES (ANGSTROEM)
Hf 0.78190 -0.90444 0.74341  2.1185
C -2.86584 0.64816 1.92384  -0.6321
C -2.17198 1.32201 0.74699  -0.2183
N -1.56535 0.38015 -0.20135  -0.4542
C -2.57361 -0.48094 -0.83476  -0.2395
C -3.58080 0.21988 -1.75488  -0.6384
C -0.77816 1.13197 -1.18275  -0.2314
C -0.20888 0.22771 -2.25763  -0.2421
N 0.36998 -0.97479 -1.67472  -0.7001
C 0.77761 -1.92179 -2.50873  0.1429
C 1.54859 -3.00033 -1.98908  0.3094
F 1.88404 -2.91819 -0.68396  -0.2953
C 1.94947 -4.09272 -2.70040  0.3346
F 2.64482 -5.07473 -2.09208  -0.3244
C 1.67544 -4.21727 -4.05602  -0.4459
C 0.99501 -3.16083 -4.62486  0.3455
F 0.71831 -3.21377 -5.95033  -0.3376
C 0.57913 -2.05485 -3.91762  0.2047
F -0.06020 -1.09485 -4.64752  -0.3406
H -3.01707 1.37491 2.72492  0.2034
H -2.24174 -0.15439 2.30994  0.2658
H -3.83884 0.23104 1.65582  0.1853
H -1.36542 1.94443 1.12398  0.2299
H -2.88400 1.98154 0.22494  0.1488
H -3.11839 -0.98384 -0.04038  0.2240
H -2.04454 -1.25465 -1.38925  0.2331
H -4.16513 0.97324 -1.22144  0.1916
H -4.27338 -0.52954 -2.14233  0.2064
H -3.10293 0.70445 -2.60801  0.1983
H 0.02726 1.62685 -0.64291  0.2443
H -1.38049 1.91524 -1.67057  0.1658
H 0.55390 0.79755 -2.80437  0.1966
H -1.00032 -0.02075 -2.96744  0.1828
H 1.98271 -5.07731 -4.62997  0.2217
I 2.84387 -2.16936 2.30151  -0.4579
O -0.89662 -1.12417 4.87580  -0.6973
C -0.21552 -0.65876 3.97014  0.6906
O -0.11763 -1.08320 2.77466  -0.8337
H 0.41350 0.23665 4.19251  0.0465
C 3.02819 2.04494 2.96924  -1.1470
Si 1.39575 2.37462 2.07124  1.9532
C 1.68098 3.69896 0.73322  -1.1485
C 0.21876 3.21521 3.31645  -1.1408
O 0.74214 1.06897 1.44796  -1.3238
H 3.41867 2.92401 3.49052  0.2099
H 3.78620 1.70240 2.26028  0.2434
H 2.88758 1.24705 3.70327  0.2445
H 2.10993 4.61329 1.15570  0.2114
H 0.73170 3.96530 0.25759  0.2162
H 2.35419 3.33769 -0.04834  0.2495
H 0.70544 4.04146 3.84375  0.2117
H -0.12871 2.49654 4.06356  0.2348
H -0.66482 3.62038 2.81344  0.2149
O 3.41074 1.62292 -1.73165  -0.6698
C 2.95103 0.77695 -1.01665  0.7821
N 2.50837 -0.06788 -0.31409  -0.8823
F -0.81594 -3.36339 -0.56349  -0.4130
C -0.51943 -2.78810 0.70108  0.0180
F -1.80943 -2.41660 1.16287  -0.3978
H -0.27001 -3.66503 1.30897  0.1316

## Properties
HOMO energy: -0.0748 Eh
Energy above the lowest of the compared OMol25 structures with the same formula, charge and spin: 0.193 eV
Gap between HOMO and LUMO: 6.7 eV
Net charge: -2
DFT total energy: -2401.457490 Ha

=====

Here is a structure of composition C29H32AsN2O7P3Pt from the Open Molecules 2025 dataset. Energies are from ωB97M-V with the def2-TZVPD basis set.

Last column: Löwdin charge in e.
CARTESIAN COORDINATES (ANGSTROEM)
Pt 1.45561 0.56346 -2.30338  0.9291
O -2.53643 1.43423 -2.35614  -0.1248
P -1.21942 1.76430 -3.20404  0.1843
O -1.49659 2.74391 -4.26579  -0.2774
O -0.13830 2.04303 -2.16653  -0.4179
O -0.85591 0.35708 -3.94826  -0.3177
P -0.59819 -1.21184 -3.62571  0.1994
O -0.57108 -1.75136 -5.14618  -0.1270
O -1.68101 -1.84654 -2.86463  -0.2503
O 0.85189 -1.34391 -3.13936  -0.4260
H -3.31771 1.62987 -2.88052  0.0893
H -1.30338 -2.36671 -5.24600  0.0746
C 0.11822 1.85368 -7.03900  -0.0046
N 1.12779 0.96922 -6.47034  -0.1616
C 1.55073 -0.19628 -7.22944  -0.0213
C 1.55852 1.13742 -5.26728  -0.2593
N 2.00657 1.31990 -4.21198  0.0526
H 0.58144 2.52273 -7.76613  0.0943
H -0.36691 2.41524 -6.24295  0.0710
H -0.62791 1.23249 -7.53428  0.0985
H 2.05342 0.12348 -8.14352  0.0936
H 0.67523 -0.80107 -7.46930  0.0876
H 2.22963 -0.79089 -6.62465  0.1013
C 1.17519 0.91018 1.05827  -0.3855
C 1.04422 0.27940 2.43583  -0.4369
As 0.84851 1.67541 3.83286  1.2974
C 0.04895 0.52628 5.19844  -0.4229
C -1.01172 0.98143 5.97499  -0.1193
C -1.54050 0.18669 6.97974  -0.0866
C -1.01459 -1.07251 7.22213  -0.0946
C 0.04518 -1.53177 6.45731  -0.0908
C 0.57543 -0.73521 5.45412  -0.1231
C -0.80196 2.44587 3.12276  -0.4385
C -1.89438 1.65558 2.77337  -0.1179
C -3.01518 2.22463 2.19589  -0.0774
C -3.06145 3.59399 1.96867  -0.0811
C -1.98555 4.38888 2.32119  -0.0850
C -0.85840 3.81459 2.89475  -0.1270
P 1.12536 -0.30174 -0.29428  0.8958
C 2.50846 -1.44734 -0.09465  -0.3428
C 2.49954 -2.67049 -0.76546  -0.0940
C 3.59781 -3.50917 -0.68279  -0.0648
C 4.71188 -3.13299 0.05428  -0.0763
C 4.73429 -1.90898 0.70443  -0.0752
C 3.63728 -1.06694 0.62896  -0.0906
C -0.41665 -1.17336 0.01912  -0.3454
C -1.58243 -0.47173 -0.26321  -0.1130
C -2.81282 -1.02272 0.04594  -0.0687
C -2.88166 -2.26903 0.64542  -0.0661
C -1.71814 -2.96589 0.94282  -0.0685
C -0.48365 -2.42018 0.63469  -0.0775
H 2.06051 1.54366 0.96425  0.0855
H 0.31390 1.55572 0.84619  0.0783
H 1.91752 -0.33388 2.66830  0.0518
H 0.16448 -0.36640 2.48162  0.0596
H -1.44002 1.95950 5.78671  0.1006
H -2.36848 0.55120 7.57186  0.1022
H -1.43039 -1.69397 8.00329  0.1003
H 0.46133 -2.51283 6.64036  0.1011
H 1.40666 -1.11064 4.86880  0.0922
H -1.87269 0.58563 2.94632  0.1056
H -3.85129 1.59843 1.91478  0.1018
H -3.93575 4.03707 1.51152  0.1032
H -2.01588 5.45482 2.14149  0.1026
H -0.01028 4.43848 3.15520  0.0900
H 1.64748 -2.94079 -1.37476  0.1024
H 3.58711 -4.45559 -1.20501  0.1082
H 5.56714 -3.79176 0.11563  0.1047
H 5.60538 -1.60821 1.26877  0.1057
H 3.66606 -0.11191 1.13566  0.0986
H -1.53333 0.50157 -0.73092  0.0723
H -3.71341 -0.48034 -0.20355  0.1110
H -3.84277 -2.70430 0.87844  0.1042
H -1.77190 -3.93750 1.41508  0.1039
H 0.41935 -2.96230 0.87980  0.1030

## Properties
HOMO energy (alpha / beta): -0.3106 / -0.3096 Eh
Energy above the lowest of the compared OMol25 structures with the same formula, charge and spin: 1.215 eV
Gap between HOMO and LUMO (alpha / beta): 7.5 / 7.5 eV
DFT total energy: -5139.876801 Ha

=====

Here is the molecule C3H2Cl2N2 from the Open Molecules 2025 dataset. Energies are from ωB97M-V with the def2-TZVPD basis set.

Last column: natural (NBO) charge in e.
CARTESIAN COORDINATES (ANGSTROEM)
H 1.84543 1.85176 -0.49978  0.3829
N 1.25397 1.12896 -0.90729  -0.5976
C 0.81861 0.26564 -0.16107  0.3354
Cl 1.73586 -0.01256 1.45073  -0.1707
C -0.19812 -0.72486 -0.27108  -0.2550
N -1.49927 -0.67946 -1.16550  -0.2515
C -1.61613 -0.38650 0.02791  0.1628
Cl -2.39098 0.25762 1.29447  0.1697
H 0.05063 -1.70059 0.23161  0.2241

## Properties
HOMO energy: -0.3768 Eh
Energy above the lowest of the compared OMol25 structures with the same formula, charge and spin: 2.952 eV
SMILES string: [H]/N=C(\Cl)[C@@H]1N=C1Cl
Gap between HOMO and LUMO: 10.6 eV
DFT total energy: -1145.310719 Ha

=====

Among the records above, which one has the lowest energy above the lowest of the compared OMol25 structures with the same formula, charge and spin?
C18H26F6HfIN3O4Si